{"formula": "C68H182N10O28", "method": "the ωB97M-V functional and the def2-TZVPD basis", "symbols": ["O", "H", "H", "C", "H", "H", "N", "H", "H", "N", "H", "H", "H", "O", "H", "C", "H", "H", "C", "H", "C", "C", "O", "H", "H", "C", "C", "O", "H", "H", "C", "H", "H", "H", "C", "C", "C", "H", "C", "H", "H", "H", "H", "C", "H", "H", "C", "H", "O", "H", "H", "H", "C", "O", "C", "H", "H", "H", "H", "H", "H", "H", "H", "O", "H", "H", "C", "H", "C", "H", "C", "C", "H", "H", "H", "H", "O", "N", "O", "H", "H", "H", "H", "C", "N", "O", "H", "H", "C", "H", "H", "O", "H", "H", "C", "H", "H", "O", "C", "H", "H", "H", "H", "H", "C", "H", "N", "C", "N", "H", "H", "H", "C", "H", "H", "H", "H", "H", "H", "H", "H", "H", "H", "H", "C", "H", "H", "C", "H", "H", "H", "H", "H", "H", "C", "H", "O", "C", "H", "C", "H", "H", "H", "H", "O", "H", "H", "H", "H", "H", "H", "H", "H", "H", "H", "H", "C", "H", "H", "H", "C", "H", "H", "H", "H", "O", "C", "C", "H", "H", "H", "H", "N", "H", "H", "H", "H", "C", "H", "C", "C", "H", "O", "H", "H", "O", "C", "H", "H", "H", "C", "H", "H", "H", "H", "C", "H", "H", "H", "H", "H", "O", "H", "H", "H", "H", "C", "H", "C", "H", "O", "H", "H", "H", "C", "H", "H", "H", "O", "C", "C", "C", "C", "C", "C", "O", "C", "C", "C", "H", "H", "O", "H", "C", "H", "O", "H", "O", "H", "C", "H", "H", "C", "H", "O", "H", "H", "H", "C", "O", "H", "N", "O", "C", "H", "H", "H", "C", "C", "H", "H", "C", "H", "H", "C", "H", "C", "H", "H", "H", "H", "H", "C", "H", "C", "H", "N", "H", "H", "N", "C", "H", "H", "H", "H", "O", "H", "C"], "xyz": [[-1.256, -2.272, -0.717], [0.520, -1.594, 4.781], [7.440, 1.609, 3.444], [0.684, -7.564, 2.542], [-8.703, -5.110, -0.002], [2.704, 3.480, 2.861], [-3.835, -0.521, 5.883], [-6.123, 6.840, -1.224], [-2.462, 4.959, -0.654], [-6.610, -4.203, 1.308], [-11.028, 4.235, -3.860], [3.041, -0.491, -3.942], [-3.202, 3.398, -0.696], [-2.722, -0.198, 0.220], [-5.968, -3.125, 2.872], [1.543, 1.668, -5.520], [2.287, -13.269, 2.060], [-0.071, 10.184, 1.306], [2.446, 2.708, 2.135], [2.262, 2.829, 7.532], [3.432, 2.342, -6.898], [2.359, -12.559, 1.237], [-9.525, 5.461, -3.105], [8.232, 0.369, 2.426], [4.420, -0.132, 0.853], [4.175, -1.188, 0.967], [0.118, -9.829, 2.077], [-0.030, 0.461, 0.762], [7.441, 7.119, -2.975], [-6.457, -5.063, 1.814], [-2.240, 0.956, -3.676], [1.687, 3.944, -2.765], [-1.876, -0.695, 5.963], [-10.806, 5.781, -1.532], [-1.938, 9.876, -0.692], [-2.496, -4.883, 1.785], [-3.705, -3.119, -6.285], [-2.263, 2.950, 1.337], [3.196, -0.172, -2.911], [6.549, -5.291, -6.587], [1.756, -3.478, 3.712], [-4.585, -2.562, -6.609], [-7.425, 5.109, -2.063], [7.257, 2.247, 0.794], [-2.318, 10.644, -0.019], [1.603, 4.603, 5.927], [-3.025, -2.482, -5.041], [4.457, -2.799, 5.199], [-0.143, 4.080, 6.935], [-3.745, -4.806, 7.629], [1.904, 3.094, 1.272], [-0.918, -9.560, 1.868], [-0.038, -2.610, -0.216], [6.537, 1.346, 1.649], [-2.270, -0.547, -3.895], [-2.367, -5.227, 0.759], [-9.911, 4.224, -1.543], [-5.376, -4.464, 8.268], [-10.203, 4.996, -5.142], [0.197, -11.813, 1.878], [1.869, -9.078, 2.243], [0.556, -7.841, 3.589], [0.984, -1.901, -5.124], [6.867, -3.309, -5.786], [7.670, 6.121, -5.084], [-1.903, -3.976, 1.894], [-4.409, -3.410, 1.418], [3.423, -12.486, 1.011], [1.918, -4.126, 2.851], [3.838, 0.736, 6.553], [-1.096, -4.473, -3.129], [4.216, 0.389, 4.446], [1.469, -3.637, 1.986], [-3.155, 2.843, 5.202], [3.641, -3.240, -0.239], [-0.600, -3.506, -3.219], [1.801, -3.647, -5.569], [1.038, -8.736, 1.781], [-1.182, 8.902, 0.063], [-4.049, -4.092, -5.935], [1.743, -1.855, -6.778], [0.861, 6.902, -0.358], [0.645, 9.823, -0.260], [6.752, -4.255, -6.857], [2.874, 2.271, 5.569], [-1.501, 4.598, 2.343], [-2.727, 3.225, 8.058], [-8.771, 7.026, -1.206], [-3.676, 3.503, 7.600], [-0.971, 0.273, 0.720], [-9.032, 5.862, 0.109], [-4.118, 2.392, 6.799], [-2.921, 9.482, -0.949], [3.972, -1.460, 2.003], [3.318, 0.871, 5.604], [-3.881, -2.469, 1.574], [6.189, 6.577, -1.844], [4.541, -0.365, -2.451], [0.939, 3.755, 6.089], [3.620, 6.027, -0.506], [0.259, -10.102, 3.123], [4.735, -3.822, 1.050], [7.311, -3.068, -3.374], [-2.219, 2.693, 3.021], [1.680, -6.408, 2.366], [2.111, -3.556, -4.665], [5.497, -3.167, -2.379], [-5.062, 5.267, -0.331], [-7.501, 5.273, -1.070], [-3.738, -1.493, 4.100], [-2.061, 4.907, 3.059], [0.903, 5.307, 8.298], [5.498, 0.469, -3.165], [-8.496, -8.339, 2.116], [1.429, 5.538, 1.496], [-2.263, -3.608, -9.203], [-2.684, -0.934, -2.964], [-1.097, -2.046, 4.381], [-3.455, 4.330, 6.926], [7.675, 0.949, -2.997], [7.660, 4.442, -4.428], [4.865, 3.914, -4.855], [-0.750, 2.741, 2.025], [7.722, -4.113, -7.334], [0.143, 4.526, 8.312], [-2.233, -5.640, 2.524], [-0.113, 0.308, -1.183], [7.056, 5.259, -4.823], [-1.532, -2.942, -1.346], [-1.511, 10.375, -1.563], [-2.986, -4.993, -8.243], [7.115, 3.255, 1.183], [5.463, -4.901, -1.259], [2.416, 2.446, 4.686], [5.771, -3.360, -4.838], [3.968, 1.409, -6.726], [1.278, -5.325, 3.188], [-8.768, 5.969, -0.943], [-2.699, 4.195, -2.232], [2.516, 4.196, -2.104], [1.334, 1.123, -0.624], [7.302, 2.714, -1.248], [0.541, 3.741, 8.955], [0.881, 1.570, -6.381], [-8.315, -6.370, 1.708], [-0.110, -2.379, 0.846], [-2.290, 1.695, 6.246], [-11.336, 5.910, -4.021], [1.484, 8.549, 1.928], [-0.642, 3.444, -4.542], [2.446, -0.734, -2.354], [3.248, 4.737, -2.703], [6.204, 0.061, -0.681], [3.320, 2.132, 1.830], [3.403, 4.609, 0.318], [4.499, -1.457, 6.297], [0.609, -10.993, 1.290], [-1.257, -0.947, -3.925], [-5.257, -5.018, 6.651], [-9.183, -7.712, 0.554], [-1.702, 3.232, 2.228], [-2.214, -5.383, -1.852], [-1.960, -2.694, -5.143], [-2.942, -2.882, 5.952], [-4.806, 0.964, 4.654], [-0.955, -0.937, 6.086], [6.396, -3.659, -3.417], [6.860, 0.366, -2.568], [5.641, 2.356, -0.832], [5.868, -1.665, 5.283], [2.869, 6.500, 1.739], [3.007, -4.178, 2.865], [6.892, 0.651, -1.126], [5.117, -4.229, -4.909], [-8.337, -2.951, 1.365], [1.281, 1.654, 6.781], [-5.147, 4.451, 0.387], [0.262, 1.027, -0.454], [-4.346, 5.907, 0.185], [6.223, 4.925, -5.997], [-4.732, -4.412, 7.390], [2.721, -6.723, 2.439], [2.025, -11.200, 1.596], [-3.933, -3.676, -8.865], [-6.127, -2.120, 1.398], [5.100, -1.993, 0.288], [-4.102, -0.012, -0.175], [2.392, 0.297, 5.634], [1.284, 1.169, 2.419], [-0.643, -0.479, 4.003], [-6.409, 6.035, -0.547], [-1.736, 1.043, -2.714], [5.177, 3.485, -7.779], [-4.589, -0.980, -0.291], [1.817, -12.985, 0.392], [-7.998, -3.955, 1.620], [3.817, 4.361, -7.148], [5.985, -3.829, -7.503], [0.259, -2.723, -6.491], [-10.029, -7.534, 2.024], [-3.282, 1.230, -3.511], [4.014, -0.995, 4.381], [1.986, 0.689, -5.337], [6.587, -4.727, -3.308], [6.783, -3.895, -0.757], [0.536, 3.437, 5.127], [4.677, -3.305, 0.092], [7.138, -0.673, -2.749], [-3.832, 0.739, 5.090], [-4.031, -3.645, 4.875], [-3.847, -4.586, 2.106], [-0.767, 4.843, 8.822], [6.812, 4.732, -6.894], [0.019, 7.578, 1.736], [2.124, 6.214, 0.997], [2.856, 0.850, -3.079], [-4.361, -3.630, 0.352], [-6.699, 6.465, 0.411], [1.590, 1.926, 2.922], [0.765, 8.167, 1.203], [-3.136, 4.338, -1.244], [5.726, -3.871, -1.019], [-9.019, -7.524, 1.616], [-4.308, -1.559, 5.027], [-5.865, -3.104, 1.787], [-4.715, -3.056, 6.925], [7.280, 0.812, 2.719], [1.211, -2.451, -6.037], [-2.964, -3.919, -8.429], [-2.811, -0.498, -5.795], [-4.647, -0.516, 6.485], [6.167, 5.711, -3.798], [-4.259, 0.555, -1.093], [1.848, 2.559, 6.561], [-1.636, -4.658, -4.058], [-1.915, -4.480, -1.983], [5.215, 0.741, 4.706], [-1.684, 1.610, -4.836], [-1.867, 3.443, -5.748], [-9.875, 5.282, -1.799], [-0.254, 1.969, -0.640], [-5.322, -1.320, 4.708], [0.049, 9.406, 0.551], [7.426, 5.568, -2.105], [1.860, 4.951, -1.088], [5.363, 0.250, -4.224], [0.274, -11.073, 0.256], [6.773, 0.011, 3.257], [6.672, 2.055, -0.651], [-2.692, -3.168, -7.289], [-2.381, 3.479, -4.051], [1.498, 7.344, 0.289], [-4.425, 4.892, -1.556], [-10.539, 5.173, -4.121], [-4.550, 0.663, 0.554], [4.118, 0.742, 3.420], [8.331, 2.062, 0.766], [4.486, 3.526, -6.937], [-0.506, -1.225, 4.786], [2.834, 2.228, -7.802], [-9.850, -5.070, 1.411], [-1.646, 3.074, -4.746], [-4.452, 3.798, 8.306], [0.240, -3.653, -0.367], [6.822, 6.273, -2.678], [-8.050, -4.067, 2.703], [-3.263, 1.962, 5.833], [0.787, -2.034, -0.635], [-3.430, -2.954, -4.145], [-0.357, -5.272, -3.175], [-2.357, -0.917, -0.300], [5.527, 5.720, -6.263], [4.783, -1.763, 5.290], [1.571, -6.169, 1.308], [2.811, 5.429, -0.089], [5.218, -2.424, -4.915], [5.335, 3.745, -5.733], [-3.113, 0.530, 4.298], [3.186, -1.267, 0.515], [-3.109, -1.003, -4.973], [-8.813, -5.135, 1.082], [-0.198, -7.063, 2.142], [0.960, 2.002, -4.662], [5.346, -2.168, -2.387], [3.017, 3.337, -1.658], [2.617, 2.649, -5.780], [5.154, 1.503, -3.213], [-3.991, -2.884, 5.654]], "forces_ev_per_angstrom": [[-1.6802, 0.7485, -1.3068], [0.0912, 0.3737, 0.2217], [0.3690, 0.0584, 0.2809], [0.2482, 1.2544, 0.1103], [-0.1616, -0.6359, -0.1529], [0.5425, 0.5117, -0.6976], [-0.6784, 1.8337, 0.0294], [-0.1198, 0.5413, -0.0287], [-0.2742, 0.6035, 0.0530], [-2.0644, 0.1692, -1.7059], [-0.0190, -0.3268, 0.1966], [0.5922, -0.8076, -0.3917], [-0.2672, -0.2897, -0.1340], [-1.1344, 0.7407, -0.2464], [0.2525, 0.7998, 0.5391], [1.3306, 0.8696, -0.6106], [-0.4156, 0.1908, 0.3640], [-0.3526, 0.1146, 0.1520], [-0.2923, -0.0010, 0.4692], [0.4745, 0.1123, 0.0706], [1.6568, 0.6307, 1.2480], [1.2920, 0.7869, 0.3609], [0.2158, 0.1710, -3.5412], [0.2084, 0.2282, -0.3504], [0.5220, -0.1181, 0.2830], [-0.9846, 0.1682, -0.2762], [1.0047, 0.7896, -0.4915], [0.4014, -0.1077, 1.8458], [0.1045, 0.1065, -0.0022], [0.9983, -0.0345, -0.0441], [-0.3866, -0.8434, -0.8041], [0.2819, -0.5469, -0.1299], [-0.7877, 0.0623, 0.6877], [-0.4109, -0.0538, -0.0865], [-1.1046, -0.1212, 1.4357], [-0.7241, 0.6421, 0.4166], [1.0214, 0.4766, 0.9136], [-0.4787, 0.3943, -0.3312], [0.2212, -0.1654, -1.0279], [0.0434, 0.0721, 0.2673], [-0.3622, 0.2846, -0.0524], [-0.0086, 0.2017, -0.1361], [0.7038, -0.1750, -0.1546], [-1.6321, -0.8927, -0.5879], [0.6593, 0.6005, 0.3533], [0.0354, 0.3073, 0.0012], [-0.0932, 1.1113, -1.7244], [0.2776, 0.0061, -0.2412], [-0.4067, 0.2429, 1.5659], [0.1161, 0.0385, -0.1254], [0.2059, 0.2963, -0.1302], [0.0207, -0.0963, -0.0497], [1.6963, -0.1228, 1.3901], [0.2148, -0.4751, -0.3809], [-0.2738, 0.3134, 0.5967], [-0.1041, -0.2593, -0.1457], [-0.2258, -0.2475, 0.1257], [0.2486, 0.3174, 0.1897], [0.7103, 0.7473, 0.3245], [-0.8210, -0.6233, -0.6735], [0.7061, 0.0568, -0.5173], [-0.2240, 0.3820, 0.3857], [-0.1455, 0.8586, -0.3795], [-1.1182, -1.1365, 0.9491], [0.5421, -0.0569, -0.0953], [0.3733, -0.0379, 0.1764], [0.5280, -0.1888, 0.1277], [-0.0022, -0.3324, -0.3042], [-0.1510, 0.7908, 1.4584], [0.0955, -0.1971, 0.0062], [0.5089, -0.4687, -1.2990], [-0.2562, 0.7228, 0.9118], [0.3587, -0.1553, -0.3459], [0.5543, -0.2230, -1.0022], [-0.1283, -0.6844, -0.4839], [-0.0257, -0.0442, 0.1218], [0.6275, -0.7297, -0.5789], [-0.1925, 0.5736, 0.1728], [-0.6222, 1.1083, -1.3498], [0.1010, -0.5096, -0.5074], [0.6334, -0.1805, 0.2454], [-0.1743, 0.1370, -0.3195], [0.1879, -0.0556, -0.1395], [0.3895, 1.9429, -0.0101], [0.4473, 0.8019, -0.0794], [-0.2968, 0.8159, 0.5823], [-0.0374, 0.0986, 0.4553], [0.2825, 0.2824, -0.1307], [0.4258, -0.8500, -1.3208], [-0.5438, -0.0859, 0.4231], [-0.4137, 0.3119, 0.1264], [-2.1327, 0.3417, 2.5613], [0.3810, -0.8925, -0.4865], [0.6356, -0.0092, 0.3330], [-1.0990, 1.2924, -0.4237], [0.9204, -0.2168, 0.4016], [-0.9798, 0.3316, -0.7671], [-0.4711, 1.0017, -0.1709], [1.0513, -1.3230, 0.5189], [-0.3399, 0.5237, -0.7160], [-0.5510, -0.0145, 0.3906], [0.0066, -0.5699, -0.0375], [0.6589, -0.4351, -0.0950], [0.2048, 0.4550, 0.5477], [-0.5730, -0.6329, -0.6359], [0.1219, 0.2486, -0.1334], [-0.3464, -2.2076, 1.5770], [-0.3563, 0.6503, 0.0536], [-0.7422, -0.3914, -0.6458], [0.2390, -0.3562, -0.2821], [0.0514, 0.2865, -0.0331], [-0.1554, 0.3147, -0.0513], [-1.9960, 1.0075, -0.9954], [0.2876, 0.1395, -0.2421], [-0.4969, 0.1120, 0.2249], [0.3414, -0.4400, 0.1991], [-0.0937, -0.1875, 0.2599], [-0.1208, -0.5661, -0.0796], [-0.0271, 0.3569, -0.0284], [-0.5411, 0.2915, -0.6385], [0.1222, -0.1937, -0.2657], [-0.6032, -0.0108, -0.2613], [0.2301, -0.0103, 0.5179], [-0.1064, -0.6384, -0.3662], [0.5682, -0.7208, -1.2588], [0.4134, 0.0333, -0.2869], [0.1344, 0.1231, -0.8136], [-0.2146, 1.2134, 0.9569], [-0.4311, -0.2477, 0.0491], [0.6544, -0.4685, 0.0380], [0.3902, -0.1653, 0.0134], [-0.1144, 0.3024, -0.2179], [-0.0885, -0.2032, 0.2751], [0.1685, -0.3932, -0.2844], [1.6154, -0.9261, 1.0772], [0.0246, -0.3610, 0.0526], [0.4913, -1.0137, -0.3844], [-0.9559, -1.1420, 0.3167], [0.2655, -0.2619, 0.3130], [-0.8964, 0.2973, 0.2015], [0.0444, 0.1610, 0.2926], [-0.0251, 0.0792, -0.4133], [0.1075, -0.4292, -0.2934], [-0.0662, 0.1710, -0.1153], [1.6321, 3.1048, 0.4427], [0.6052, -0.2173, 0.1849], [0.3559, -0.0389, 0.0546], [0.1331, 0.3507, -0.4603], [0.0077, 0.0700, 0.1936], [0.0464, -0.1802, 0.4925], [0.4881, 0.0719, 0.5846], [0.1250, 0.4600, 0.1890], [0.0370, -0.2040, 0.2599], [0.2827, 0.2049, -0.1629], [-0.4010, -0.6883, 0.2465], [-0.0311, -0.0812, 0.3571], [0.0532, -1.8209, 2.1686], [0.5345, -0.0778, -0.2736], [0.3373, -0.3534, -0.2256], [0.1052, -0.7990, -0.2744], [0.3404, -1.9620, -1.2952], [-0.1832, 0.0284, 0.2575], [0.1064, -0.6954, 0.1761], [0.2864, 0.2759, -0.1595], [-0.1820, 0.0584, -0.0918], [0.7852, 0.4567, -0.4283], [-0.7306, 2.4092, -0.4487], [0.3580, -0.4963, 1.0246], [-0.2052, 0.2902, 0.6396], [0.1385, 0.1127, -0.8034], [0.0128, 0.4174, -0.0782], [0.1752, -0.3965, -0.7630], [0.0698, 0.4135, 0.5407], [-0.3244, 0.1645, -1.0764], [-0.1535, -0.2566, -0.4764], [-0.6946, -0.1036, -0.1905], [-0.4371, -0.7027, -0.3339], [-0.0520, -0.3210, -1.7264], [-0.1231, 0.7013, 0.0879], [-1.7947, -1.5891, -0.5002], [-0.7377, 0.6534, -0.4649], [0.3101, 0.1530, 0.7487], [-1.3100, -0.6526, -1.5414], [-0.4283, 0.1467, 0.1086], [-0.2877, -0.2358, -0.2533], [0.5145, 1.2609, 0.3516], [0.6815, 0.5010, 0.2898], [0.0984, -0.7798, -0.1044], [-0.3188, -0.1948, -0.2055], [0.2770, 0.8457, 0.3449], [2.0059, -0.3992, -0.2148], [0.6222, 0.8371, -0.1358], [-0.1237, -0.4719, -0.1023], [-0.2534, 0.1066, 0.3118], [-0.1182, 0.4372, -0.1436], [-0.3726, -1.8498, 0.8985], [0.0951, 0.6961, 0.1064], [-0.2020, -0.6188, -0.4398], [-0.1250, 0.0479, -0.0944], [-0.2777, 0.5423, 0.4970], [-0.1391, 0.5428, -0.1751], [1.3876, -1.0965, -0.5890], [0.0087, -0.0621, 0.1131], [0.0512, 0.0914, -0.0034], [-0.0404, 0.5504, 0.6299], [-0.3780, 0.2880, -0.0215], [2.2785, -0.0188, -1.4028], [0.4259, -0.2168, 0.5132], [0.8566, 0.3093, 0.7330], [-0.9449, -0.7154, 0.3790], [-1.2441, 1.5526, -0.3270], [-0.1361, 0.2334, -0.6560], [0.2623, -0.1742, 0.1280], [-0.3529, 0.1357, 0.2920], [-0.0672, -0.3298, -1.3537], [0.4028, 0.6292, 1.0405], [-0.0950, 0.0667, -0.2368], [0.0271, 0.0023, 0.0700], [-0.6235, -0.8333, 0.3969], [-0.4188, 1.5896, -0.0316], [-0.3993, 0.0141, -1.0803], [-2.5997, 1.0130, -1.3792], [-1.3346, -1.0048, -1.2423], [0.9065, -0.5039, -1.0856], [2.5860, -1.7002, 0.9162], [0.1383, -0.5621, -1.3310], [0.2701, 0.3551, 0.4342], [-1.1176, -0.2218, 1.0181], [-0.7170, 0.2634, -0.6754], [-0.0243, -0.5492, -0.5360], [0.4329, 0.8552, 1.2921], [-0.4201, -0.0430, 0.8119], [0.5744, -0.1515, -0.4903], [-0.3819, 0.6116, 0.5158], [-0.4835, 0.3575, 0.0320], [-0.0405, -0.3629, -0.2215], [0.5273, -0.6469, 0.0836], [-0.1373, 0.9003, 1.3614], [-0.2273, -0.0484, -0.0036], [0.6831, 0.4839, 1.8962], [0.1262, 0.3517, 0.1123], [-0.5450, -0.7478, 0.1285], [0.5551, -1.7180, 0.3822], [0.6476, -0.5453, -0.5705], [1.5770, 0.6760, 0.9698], [0.8092, -0.6850, -0.3434], [0.6823, 0.2818, -0.2131], [-0.5911, 0.0857, -0.4502], [1.3486, -0.7441, -0.2527], [-0.1891, 0.2323, 0.7282], [0.0806, -0.2138, 0.0006], [0.3800, -0.4603, 0.3998], [0.1154, -0.2289, 1.2963], [-0.3519, -0.6257, 2.0759], [-0.2040, -0.5779, 0.4081], [-0.9005, 0.4542, 0.2219], [0.0226, -0.4183, 0.0224], [-1.1090, -0.3344, 0.5119], [-0.2006, -1.2359, -0.5921], [0.0941, 0.3737, -0.2817], [-0.2547, 0.2827, -0.3750], [-0.0754, -1.0756, -0.7858], [0.1065, -0.3499, -0.0815], [-0.3024, -0.2821, 0.1021], [0.4507, -0.2266, 0.3952], [-0.5988, 0.4963, 0.5548], [0.3975, -0.2980, -0.6793], [0.0766, 0.3498, -0.1172], [0.0161, 0.4025, 0.2149], [0.3564, 0.0479, 0.7011], [0.3725, -0.5938, -0.1951], [0.3623, 0.7754, 0.1345], [-1.0765, 0.1500, 1.0120], [0.0543, 0.4901, -0.3041], [0.5102, -0.6843, -0.4066], [-0.0705, -0.0136, 0.3537], [0.7412, -0.3054, -1.1915], [-0.0914, 0.1704, -0.4073], [-0.3885, -0.1827, -0.5088], [-0.5167, -0.2919, 0.5966], [-0.3192, -0.5205, 0.8597], [-0.6590, -0.6724, 0.2585], [0.2703, 0.0220, -0.0911], [0.2893, 0.0069, 0.4482], [-0.0875, -0.3654, -0.1034], [-1.4780, -0.9250, 0.4521], [-0.2750, 0.4266, 0.7812], [0.0598, -0.2155, 1.1665]], "e_above_lowest_kcal_mol": 163.59, "energy_ev": -145675.514, "orbital_gap_ev": 8.213}